No. 1
This record from the Open Molecules 2025 dataset describes a structure of composition C27H23BrCrN6O4SSe. The level of theory is ωB97M-V with the def2-TZVPD basis set.

Geometry (Å):
1 Cr -0.5236 -0.9232 0.0882
2 O -1.2717 -1.8253 1.5441
3 C -1.4587 -1.5102 2.8040
4 C -1.7337 -2.5352 3.7249
5 C -1.9690 -2.2543 5.0546
6 C -1.9438 -0.9411 5.5243
7 C -1.6732 0.0756 4.6312
8 C -1.4228 -0.1811 3.2798
9 C -1.1450 0.9373 2.3997
10 N -0.8499 0.8011 1.1666
11 N -0.6379 1.9748 0.4601
12 C -0.4059 1.6690 -0.7824
13 O -0.4327 0.4533 -1.2368
14 C -0.0797 2.7554 -1.7375
15 C -0.0297 4.0839 -1.3167
16 C 0.2920 5.0822 -2.2196
17 C 0.5757 4.7607 -3.5433
18 C 0.5389 3.4385 -3.9582
19 C 0.2074 2.4349 -3.0585
20 H -1.7483 -3.5511 3.3517
21 H -2.1740 -3.0678 5.7405
22 H -2.1295 -0.7233 6.5675
23 H -1.6459 1.1054 4.9722
24 H -1.1848 1.9467 2.8057
25 H -0.2407 4.3119 -0.2810
26 H 0.3326 6.1134 -1.8911
27 H 0.8364 5.5430 -4.2459
28 H 0.7827 3.1768 -4.9799
29 H 0.2022 1.3984 -3.3669
30 Br -3.9930 0.6459 0.4082
31 C -3.7463 -0.9464 -0.5721
32 C -4.8827 -1.5352 -1.1099
33 C -4.7313 -2.6815 -1.8653
34 C -3.4589 -3.1881 -2.0604
35 C -2.3910 -2.5322 -1.4801
36 N -2.5252 -1.4266 -0.7279
37 C -0.9790 -3.0611 -1.6978
38 O -0.8293 -4.0452 -2.4001
39 O -0.0579 -2.3965 -1.1018
40 H -5.8487 -1.0859 -0.9361
41 H -5.5966 -3.1642 -2.3011
42 H -3.2525 -4.0707 -2.6474
43 C 2.9327 -2.9660 -2.0873
44 N 2.4714 -2.2728 -3.2755
45 C 2.4670 -0.9479 -3.4657
46 N 2.9500 -0.1801 -2.4517
47 S 1.9787 -0.2838 -4.9365
48 H 3.2343 -3.9724 -2.3754
49 H 2.1567 -3.0319 -1.3281
50 H 3.8006 -2.4495 -1.6793
51 H 1.9571 -2.7935 -3.9654
52 H 2.7841 -0.4657 -1.4865
53 H 2.8340 0.8075 -2.6139
54 Se 1.7619 -1.0683 0.8981
55 C 2.5099 0.3935 1.8765
56 C 2.0620 0.8668 3.1052
57 C 2.7393 1.9046 3.7273
58 N 3.8249 2.4990 3.2373
59 C 4.2656 2.0292 2.0692
60 C 3.6596 1.0024 1.3672
61 H 1.2182 0.4120 3.6034
62 H 2.3847 2.2733 4.6855
63 H 5.1558 2.5040 1.6679
64 H 4.0765 0.6774 0.4222

As for the charge: -1. Its energy above the lowest of the compared OMol25 structures with the same formula, charge and spin is 0.0 kJ/mol. The multiplicity is 2.

No. 2
This record from the Open Molecules 2025 dataset describes a structure of composition C3HCoO2. The level of theory is ωB97M-V with the def2-TZVPD basis set.

Geometry (Å):
1 C 1.6728 -0.3048 4.1619
2 H 2.1347 0.0976 5.0482
3 C 1.1633 -0.8285 3.1973
4 O 0.1489 -1.8761 1.2218
5 C -0.5591 -1.2670 0.5349
6 Co -2.2620 0.7528 -0.8917
7 O -1.1811 -0.3846 0.0748

As for the charge: +3. Its energy above the lowest of the compared OMol25 structures with the same formula, charge and spin is 223.4 kJ/mol. The multiplicity is 6.

No. 3
This record from the Open Molecules 2025 dataset describes the molecule C7H10N2O. The level of theory is ωB97M-V with the def2-TZVPD basis set.

Geometry (Å):
1 C 1.3322 -2.0688 0.0994
2 C -0.7722 -2.0239 -0.1513
3 C 0.9926 -0.7670 0.0557
4 C -2.4113 0.3659 0.7511
5 C -1.3684 0.3814 -0.3130
6 C 1.8843 0.3779 0.0824
7 C 3.1350 0.1505 0.5541
8 N 0.2277 -2.8054 -0.0361
9 N -0.4485 -0.7542 -0.2022
10 O 1.5406 1.4571 -0.5816
11 H 2.3398 -2.5934 0.3301
12 H -1.7974 -2.4652 -0.2581
13 H -3.4602 -0.0392 0.5389
14 H -2.0181 -0.2180 1.5443
15 H -1.6528 0.3760 -1.3570
16 H -0.6722 1.2708 -0.2179
17 H 3.9568 0.8530 0.5383
18 H -2.5061 1.3334 1.1079
19 H 3.2478 -0.8013 1.2020
20 H 2.2615 1.8495 -1.0217

As for the SMILES: C=C(O)c1cncn1CC. Its energy above the lowest of the compared OMol25 structures with the same formula, charge and spin is 241.2 kJ/mol.

No. 4
This record from the Open Molecules 2025 dataset describes a structure of composition C4H4AgLiO2. The level of theory is ωB97M-V with the def2-TZVPD basis set.

Geometry (Å):
1 O 1.8193 0.2804 -1.3316
2 C 0.6406 0.3617 -0.7720
3 C 0.3031 1.5186 -0.0710
4 H 2.2279 -0.5917 -1.2318
5 H -0.7591 1.7927 -0.1281
6 H 1.0223 2.3421 -0.1159
7 C -0.3407 -1.0392 -0.8200
8 C -0.9849 -1.3245 0.2945
9 O -1.1578 -0.8064 1.4496
10 Ag 0.0042 0.7657 1.9924
11 H -0.1624 -1.7030 -1.6619
12 Li -2.6125 -1.5964 2.3958

As for the charge: +2. Its energy above the lowest of the compared OMol25 structures with the same formula, charge and spin is 0.0 kJ/mol. The multiplicity is 3.